[1]
Density functional theory data (ωB97M-V/def2-TZVPD) for a structure of composition C31H36AsNNaO4PSSe.

Element x y z (Å)
Na: 0.16960 -0.48221 1.43796
S: 1.99982 0.90488 2.92601
C: 1.34889 2.45184 3.36220
C: 1.34748 2.90428 4.69514
C: 0.85649 4.15071 5.03786
C: 0.34387 5.00372 4.06418
C: 0.32932 4.57814 2.74314
C: 0.82396 3.32833 2.38537
As: 0.68743 2.57038 0.59978
C: 2.53878 2.71103 -0.00993
C: 2.92081 1.98076 -1.12973
C: 4.23462 2.00569 -1.57850
C: 5.18101 2.76488 -0.90681
C: 4.80843 3.49211 0.21642
C: 3.49601 3.46200 0.66588
C: -0.03493 4.15811 -0.32283
C: -1.42162 4.29341 -0.36926
C: -2.01384 5.38202 -0.99418
C: -1.22376 6.34971 -1.59974
C: 0.15841 6.21984 -1.57375
C: 0.74648 5.13326 -0.93790
H: 1.73962 2.24046 5.45560
H: 0.86865 4.46053 6.07796
H: -0.04179 5.98073 4.33010
H: -0.07138 5.23318 1.97625
H: 2.19884 1.34760 -1.63494
H: 4.52635 1.39041 -2.41994
H: 6.21618 2.74124 -1.22306
H: 5.55191 4.05853 0.76582
H: 3.21687 3.99976 1.56539
H: -2.04412 3.53038 0.08704
H: -3.09402 5.46907 -1.01542
H: -1.68272 7.19744 -2.09515
H: 0.78193 6.96878 -2.04842
H: 1.82601 5.03899 -0.91741
Se: 2.94691 -2.60231 -0.67879
C: 4.51082 -1.57080 -0.48503
C: 5.52723 -1.57555 -1.45377
C: 6.68244 -0.84009 -1.25708
N: 6.92816 -0.08185 -0.18628
C: 5.94822 -0.05536 0.72515
C: 4.76019 -0.75697 0.62985
H: 5.41048 -2.16858 -2.35223
H: 7.46558 -0.86316 -2.01318
H: 6.11759 0.57763 1.59171
H: 4.02383 -0.65750 1.41604
C: -3.29767 2.69078 3.24530
C: -3.97720 1.45783 2.66145
C: -5.17685 1.04117 3.50927
C: -4.42300 1.72487 1.22724
O: -3.00952 0.40582 2.78038
P: -2.59613 -0.69721 1.68107
O: -1.55606 -1.55936 2.31838
O: -2.22114 -0.06447 0.38487
O: -4.02261 -1.48821 1.56408
C: -4.11602 -2.88465 1.24050
C: -3.78068 -3.71515 2.47528
C: -3.20055 -3.24222 0.07351
C: -5.57470 -3.08269 0.84481
H: -3.98536 3.54009 3.26898
H: -2.42421 2.95928 2.64917
H: -2.95508 2.48114 4.25916
H: -5.93047 1.83277 3.52692
H: -4.85395 0.83727 4.53114
H: -5.61773 0.13392 3.09467
H: -5.12507 2.56264 1.22769
H: -4.91799 0.84799 0.80814
H: -3.57196 1.95393 0.58997
H: -2.77614 -3.46747 2.81354
H: -3.83646 -4.78102 2.24022
H: -4.49037 -3.49485 3.27590
H: -2.15537 -3.18425 0.37452
H: -3.35663 -2.54739 -0.75190
H: -3.41299 -4.25876 -0.26604
H: -6.22655 -2.75887 1.65802
H: -5.77253 -4.13531 0.63090
H: -5.80482 -2.49158 -0.04285

## Properties
Charge: -2
Orbital gap: 5.3 eV
Largest force on an atom: 0.4 eV/A
E_HOMO: -0.052 hartree
Energy relative to the best compared isomer or geometry (same formula, charge and spin): 10.6 kcal per mole
Energy: -193144.745 eV

Results of the Mulliken charge analysis, in e, for atoms 1 through 8:
1. Na 0.6684
2. S -0.4680
3. C 0.3960
4. C -0.6030
5. C -0.4552
6. C -0.7221
7. C -0.1405
8. C 0.0491

---

[2]
Density functional theory data (ωB97M-V/def2-TZVPD) for a structure of composition C31H36BF3N6O5RuSSb.

Element x y z (Å)
Ru: 0.47384 0.43098 0.59201
O: -0.96396 0.06778 2.35117
C: -0.24155 0.71282 3.16577
O: 0.84762 1.23624 2.82960
C: -0.70030 0.82358 4.59201
C: 0.08195 1.50505 5.51764
C: -0.32197 1.59612 6.83873
C: -1.51514 0.99766 7.20182
C: -2.31728 0.32070 6.30068
C: -1.89869 0.23680 4.98334
N: -1.95082 1.08725 8.61063
O: -1.23039 1.68330 9.38516
O: -3.00479 0.56363 8.90877
H: 1.00231 1.96488 5.18534
H: 0.26172 2.11926 7.58096
H: -3.24367 -0.12110 6.63527
H: -2.49491 -0.27513 4.24091
C: 3.27245 3.07841 0.74047
N: 3.72663 1.69376 0.66372
C: 4.11537 1.16311 1.97214
C: 3.42762 0.86567 -0.34942
N: 2.45513 1.08698 -1.24336
N: 4.12424 -0.28945 -0.45980
C: 3.57424 -1.43610 -1.17078
C: 5.51662 -0.40050 -0.06823
H: 3.99860 3.62499 1.34251
H: 2.29517 3.13455 1.22580
H: 3.22540 3.53204 -0.24004
H: 3.38266 1.51429 2.70032
H: 5.10867 1.51961 2.25128
H: 4.07679 0.08120 1.97597
H: 2.50553 0.42428 -2.00730
H: 2.49150 -1.47917 -1.05748
H: 3.99476 -2.33848 -0.72828
H: 3.83935 -1.42158 -2.23440
H: 5.92115 0.57766 0.17543
H: 6.08379 -0.80478 -0.90921
H: 5.64901 -1.06643 0.78774
F: 1.05692 1.76219 -2.98364
B: 1.51756 2.26681 -1.75487
F: 2.21170 3.44186 -1.96878
S: -0.00902 2.54737 -0.56943
Sb: -1.31291 0.22902 -2.09852
C: -0.45103 -1.11004 -3.51311
C: 0.22965 -0.63721 -4.63120
C: 0.80445 -1.53169 -5.52560
C: 0.70359 -2.89813 -5.30660
C: 0.02571 -3.37231 -4.19159
C: -0.54679 -2.48133 -3.29473
C: -2.89216 -1.00430 -1.35870
C: -2.82600 -1.49363 -0.05767
C: -3.83721 -2.31107 0.43055
C: -4.91610 -2.64315 -0.37645
C: -4.98965 -2.14979 -1.67165
C: -3.98250 -1.32885 -2.16058
C: -2.41597 1.44659 -3.46223
C: -2.79746 0.96501 -4.71320
C: -3.54047 1.76151 -5.57394
C: -3.90496 3.04513 -5.19217
C: -3.52349 3.53235 -3.95074
C: -2.77977 2.73676 -3.08969
H: 0.31409 0.42684 -4.80906
H: 1.32981 -1.15776 -6.39556
H: 1.15076 -3.59371 -6.00556
H: -0.05644 -4.43818 -4.01903
H: -1.06489 -2.85456 -2.41972
H: -1.99452 -1.22785 0.58346
H: -3.78586 -2.68263 1.44674
H: -5.70376 -3.27983 0.00613
H: -5.83353 -2.39988 -2.30217
H: -4.05594 -0.93964 -3.16958
H: -2.50928 -0.03173 -5.02643
H: -3.83132 1.37983 -6.54463
H: -4.48109 3.66712 -5.86529
H: -3.79856 4.53617 -3.65308
H: -2.46731 3.13196 -2.12984
F: 0.37408 -1.32483 -0.62280
N: 0.69082 -2.86769 1.53617
C: 1.43845 -1.97184 2.21240
N: 1.55581 -2.11257 3.56401
O: 2.04459 -1.05887 1.62637
H: 0.02723 -3.44017 2.02770
H: 0.47189 -2.57850 0.58230
H: 0.89016 -2.67171 4.06947
H: 1.90209 -1.29291 4.03567

## Properties
Charge: 0
Spin multiplicity: 6
⟨S²⟩: 8.76
Orbital gap (alpha / beta): 6.5 / 6.7 eV
Largest force on an atom: 0.3 eV/A
E_HOMO (alpha / beta): -0.262 / -0.299 hartree
Energy relative to the best compared isomer or geometry (same formula, charge and spin): 15.4 kcal per mole
Energy: -80695.455 eV

Results of the Mulliken charge analysis, in e, for atoms 1 through 8:
1. Ru 2.1155
2. O -0.9296
3. C 0.3986
4. O -0.9466
5. C 0.0523
6. C -0.3393
7. C -0.4960
8. C 0.0073

---

[3]
Density functional theory data (ωB97M-V/def2-TZVPD) for a structure of composition C31H36BLaN6O6S.

Element x y z (Å)
La: 0.43827 -0.03457 1.28457
C: -0.57206 2.13731 4.30889
O: -0.61000 2.02694 2.86143
C: -1.26028 2.98317 2.09590
C: -2.39533 3.78203 2.60729
C: -2.92001 4.70546 1.80644
C: -2.34281 4.91304 0.51066
C: -1.39945 4.08120 -0.00908
C: -0.80647 3.04897 0.73728
N: 0.14110 2.19977 0.16262
N: 0.48315 2.60907 -1.02597
C: 1.22861 1.85997 -1.85702
C: 2.00550 0.73296 -1.58340
O: 1.98856 0.25751 -0.31600
C: 2.87072 0.16100 -2.58131
C: 3.02644 0.72620 -3.79562
C: 2.20135 1.81243 -4.16367
C: 2.29162 2.41916 -5.47983
C: 1.40418 3.34639 -5.87735
C: 0.50971 3.91868 -4.94566
C: 0.45929 3.38824 -3.72650
C: 1.32090 2.40528 -3.24625
H: -0.75999 3.20890 4.47696
H: 0.48808 1.77953 4.54890
H: -1.36333 1.59051 4.82724
H: -2.87760 3.65175 3.56462
H: -3.91670 5.25435 1.98332
H: -2.94945 5.64811 -0.17887
H: -0.97180 4.20745 -1.04030
H: 3.46088 -0.71038 -2.29454
H: 3.73778 0.19677 -4.48870
H: 3.00706 1.97527 -6.23224
H: 1.38722 3.68259 -6.93551
H: -0.19969 4.64774 -5.29397
H: -0.22934 3.75934 -2.97402
C: 4.71311 -2.18200 0.34194
N: 3.59948 -2.92312 -0.22342
C: 3.71147 -3.67661 -1.51086
C: 2.41889 -2.64390 0.32133
O: 2.30417 -2.07996 1.39162
C: 1.17039 -3.11179 -0.33479
O: 0.15249 -2.75087 0.58323
C: -1.02326 -3.51238 0.48777
C: -1.51790 -3.82482 1.88170
O: -0.80130 -3.59669 2.80409
N: -2.87986 -4.14949 2.04666
C: -3.34202 -3.97532 3.39666
C: -3.84179 -4.32562 0.94684
H: 5.05383 -1.27974 -0.26817
H: 4.34610 -1.83448 1.34803
H: 5.52122 -2.97007 0.56882
H: 3.08657 -4.61835 -1.42779
H: 3.35633 -3.02012 -2.28727
H: 4.76734 -3.96260 -1.61184
H: 0.95192 -2.78741 -1.25810
H: 1.21313 -4.20353 -0.42374
H: -1.77387 -2.98333 -0.16385
H: -0.82561 -4.46011 -0.01657
H: -4.09249 -4.72381 3.65008
H: -2.43144 -4.00804 4.04949
H: -3.73486 -3.00256 3.57866
H: -4.76413 -3.85658 1.16194
H: -3.53463 -4.00499 -0.04071
H: -4.05893 -5.39629 0.76063
O: -0.84330 -0.66028 -0.87456
N: -1.83858 0.19614 -1.15819
C: -1.95613 0.76114 -2.38163
C: -2.94359 1.69101 -2.63109
C: -3.82936 2.00401 -1.59774
C: -3.79714 1.34554 -0.40699
C: -2.77871 0.41159 -0.18251
S: -2.67347 -0.37279 1.34865
H: -1.29803 0.54453 -3.17477
H: -3.02462 2.05935 -3.65352
H: -4.60038 2.73806 -1.72563
H: -4.46838 1.68131 0.39001
B: 3.71470 -0.96829 5.04364
C: 2.37006 -0.53004 4.29635
N: 1.43101 -0.17695 3.69251
H: 4.43408 0.00908 4.96447
H: 4.04130 -2.00638 4.32708
H: 3.44007 -1.23459 6.24127

## Properties
Charge: -1
Spin multiplicity: 2
⟨S²⟩: 0.79
Orbital gap (alpha / beta): 5.1 / 6.7 eV
Largest force on an atom: 4.3 eV/A
E_HOMO (alpha / beta): -0.106 / -0.167 hartree
Energy relative to the best compared isomer or geometry (same formula, charge and spin): 39.6 kcal per mole
Energy: -66329.148 eV

Results of the Mulliken charge analysis, in e, for atoms 1 through 8:
1. La 1.3815
2. C -0.9027
3. O -0.0670
4. C -0.0493
5. C -0.4934
6. C -0.4930
7. C -0.5606
8. C -0.2369

---

[4]
Density functional theory data (ωB97M-V/def2-TZVPD) for a structure of composition C31H36BN7O5S2Ti.

Element x y z (Å)
Ti: -0.01810 -0.41910 -0.66540
N: -1.33790 1.76530 1.70490
C: -0.58690 2.76630 2.42090
C: 0.65070 2.13180 3.05670
N: 1.44550 1.45500 2.05000
H: -2.01430 2.16090 1.06770
H: -1.79270 1.10360 2.32040
H: -1.15880 3.28090 3.22180
H: -0.26170 3.51430 1.69420
H: 0.33150 1.38450 3.79170
H: 1.20410 2.92260 3.59520
H: 2.39360 1.30200 2.37430
H: 1.46880 2.00870 1.19940
O: -3.36440 -0.00510 -2.49050
C: -2.36320 -0.71190 -2.42780
O: -1.28960 -0.32910 -1.82080
C: -2.28540 -2.03490 -3.10880
C: -3.25980 -2.28530 -4.07430
C: -3.25540 -3.43270 -4.83470
C: -2.23290 -4.35880 -4.64090
C: -1.27470 -4.14560 -3.67970
C: -1.27720 -2.99560 -2.86790
S: -0.07730 -2.91880 -1.62810
H: -4.01960 -1.53020 -4.21200
H: -4.02700 -3.60670 -5.57130
H: -2.19120 -5.25120 -5.25130
H: -0.48450 -4.86400 -3.51070
N: 2.42630 -1.78820 2.58140
C: 1.18100 -1.64160 2.10110
N: 1.23790 -1.22880 0.86200
C: 2.58770 -1.14090 0.58510
N: 3.34330 -1.47650 1.63550
C: 2.94110 -0.77560 -0.73350
C: 4.23720 -0.67610 -1.24790
N: 4.49800 -0.40350 -2.50380
C: 3.40720 -0.26240 -3.31100
C: 2.12180 -0.33770 -2.84310
N: 1.83510 -0.54080 -1.54550
H: 2.73200 -2.09250 3.49090
H: 0.27830 -1.84380 2.64830
H: 5.08720 -0.82820 -0.59380
H: 3.62320 -0.09820 -4.35730
H: 1.27110 -0.21540 -3.50840
C: -7.85830 -4.17980 3.64450
C: -7.03820 -5.40760 3.41650
O: -7.27330 -6.29780 2.64710
S: -5.57130 -5.46320 4.51000
C: -4.58830 -4.29000 3.58150
C: -4.03520 -3.18630 4.21360
C: -3.25170 -2.31070 3.49050
C: -3.01910 -2.51510 2.12670
C: -3.59740 -3.62940 1.50660
C: -4.37050 -4.51220 2.22790
C: -2.19240 -1.64660 1.37420
C: -1.44180 -0.91110 0.75630
H: -8.66130 -4.12660 2.91400
H: -7.23290 -3.29250 3.57950
H: -8.28080 -4.21990 4.64780
H: -4.21930 -3.02000 5.26570
H: -2.81030 -1.45280 3.98020
H: -3.41620 -3.79800 0.45600
H: -4.81400 -5.37200 1.74610
C: 0.90470 5.16170 -1.63350
C: -0.00760 3.93320 -1.64470
C: -1.44110 4.40150 -1.35580
O: 0.37040 3.03240 -0.59940
B: 0.30560 1.71080 -1.04290
O: 0.13210 1.73050 -2.41310
C: 0.08590 3.05050 -2.94000
C: 1.37890 3.26720 -3.73870
C: -1.11180 3.15130 -3.88860
H: 0.73070 5.73070 -0.72140
H: 0.67680 5.79650 -2.48650
H: 1.95220 4.88220 -1.66750
H: -1.46810 4.91000 -0.39280
H: -2.10940 3.54640 -1.30720
H: -1.78130 5.09340 -2.12330
H: 2.24820 3.13690 -3.09880
H: 1.39920 4.25270 -4.19740
H: 1.43620 2.51220 -4.52020
H: -2.00350 2.73790 -3.42430
H: -0.90280 2.56150 -4.77870
H: -1.29060 4.18140 -4.18840

## Properties
Charge: -1
Spin multiplicity: 2
⟨S²⟩: 0.77
Orbital gap (alpha / beta): 4.9 / 6.4 eV
Largest force on an atom: 2.3 eV/A
E_HOMO (alpha / beta): -0.101 / -0.154 hartree
Energy relative to the best compared isomer or geometry (same formula, charge and spin): 54.0 kcal per mole
Energy: -98865.046 eV

Results of the Mulliken charge analysis, in e, for atoms 1 through 8:
1. Ti 0.2970
2. N -0.1848
3. C -0.5437
4. C -0.8009
5. N -0.0674
6. H 0.1650
7. H 0.1366
8. H 0.3958

---

[5]
Density functional theory data (ωB97M-V/def2-TZVPD) for a structure of composition C31H36BrF6N5O8S3Tb.

Element x y z (Å)
Tb: -0.36494 0.25186 -0.54907
O: 3.63983 -4.02685 -0.15093
C: 3.42671 -3.39326 -1.34641
C: 3.83612 -4.03701 -2.50802
C: 3.65520 -3.43966 -3.74015
C: 3.08213 -2.18307 -3.82428
C: 2.67151 -1.54439 -2.67061
C: 2.81343 -2.14257 -1.42745
C: 2.27637 -1.41965 -0.19348
O: 1.71382 -0.22637 -0.44165
N: 1.25833 -2.31237 0.44682
N: 0.30669 -1.72422 1.14594
C: -0.36640 -2.36706 2.03760
C: -1.47800 -1.77082 2.71064
Br: -2.17735 -0.18371 1.76733
C: -2.10363 -2.17646 3.82913
C: -1.62162 -3.22368 4.71298
C: -0.25866 -3.39427 4.96995
C: 0.17157 -4.38176 5.83526
C: -0.74802 -5.22585 6.43877
C: -2.10289 -5.05071 6.20807
C: -2.54124 -4.04391 5.37155
H: 3.67850 -3.37725 0.56079
H: 4.30423 -5.00318 -2.42672
H: 3.98199 -3.94451 -4.63483
H: 2.94537 -1.70002 -4.77785
H: 2.22850 -0.56369 -2.71357
H: 3.10131 -1.31449 0.56637
H: 1.50619 -3.27834 0.67097
H: -0.16504 -3.41443 2.27630
H: -3.03403 -1.70563 4.10664
H: 0.45068 -2.71466 4.51894
H: 1.22472 -4.48635 6.04744
H: -0.40482 -6.01452 7.08831
H: -2.81959 -5.69176 6.69645
H: -3.59669 -3.89750 5.20393
F: -0.16239 -3.40038 -4.06839
C: -0.74069 -3.42287 -2.88128
F: 0.14736 -3.84872 -1.98274
F: -1.75053 -4.27640 -2.90650
S: -1.23558 -1.70356 -2.33428
O: -1.45722 -1.78661 -0.90925
O: -0.11528 -0.86352 -2.63689
N: -2.53188 -1.33968 -3.13089
S: -2.96898 0.13255 -2.76957
O: -3.40555 0.93713 -3.84225
O: -2.01143 0.69768 -1.83593
C: -4.41863 -0.09289 -1.59476
F: -5.58386 -0.35140 -2.16016
F: -4.10302 -1.08526 -0.76012
F: -4.55444 1.00956 -0.85222
N: 3.02247 1.83367 -1.70070
C: 2.24226 1.90156 -2.85106
C: 2.83098 1.90628 -4.12014
C: 2.06216 2.04257 -5.25721
C: 0.68449 2.16901 -5.15487
C: 0.08350 2.15751 -3.90518
C: 0.84908 2.03472 -2.75344
H: 3.97728 1.57019 -1.91059
H: 2.62342 1.19517 -1.00306
H: 3.90304 1.80244 -4.20093
H: 2.53794 2.04787 -6.22716
H: 0.08047 2.28918 -6.03977
H: -0.99068 2.25890 -3.81361
H: 0.35922 2.13086 -1.75727
C: -4.32707 3.99441 -0.21394
N: -3.70882 3.52618 1.00333
C: -4.44323 3.78976 2.21686
C: -2.55110 2.89393 1.01412
O: -1.85064 2.59341 0.03981
H: -4.57714 5.05033 -0.10794
H: -5.23804 3.43275 -0.41951
H: -3.63114 3.84639 -1.03462
H: -4.43785 4.85909 2.44892
H: -4.01379 3.22999 3.04368
H: -5.47774 3.46909 2.09141
H: -2.20672 2.66190 2.03681
O: 0.50975 1.70557 0.99388
S: 0.47779 3.15607 1.40766
C: 1.57959 4.05148 0.24181
C: 2.52797 4.87556 1.09461
C: 2.99100 3.92843 2.19573
C: 1.72584 3.31251 2.77191
H: 0.97165 4.65219 -0.42877
H: 2.12088 3.28795 -0.32079
H: 2.00836 5.73044 1.53158
H: 3.36472 5.24328 0.50114
H: 3.55478 4.44902 2.96860
H: 3.62392 3.15150 1.76765
H: 1.27477 3.96314 3.51837
H: 1.86848 2.32219 3.19275

## Properties
Charge: +1
Spin multiplicity: 7
⟨S²⟩: 12.61
Orbital gap (alpha / beta): 7.7 / 7.8 eV
Largest force on an atom: 4.4 eV/A
E_HOMO (alpha / beta): -0.380 / -0.380 hartree
Energy relative to the best compared isomer or geometry (same formula, charge and spin): 39.1 kcal per mole
Energy: -197843.139 eV

Results of the Mulliken charge analysis, in e, for atoms 1 through 8:
1. Tb -0.4105
2. O -0.7095
3. C 0.2052
4. C -0.7084
5. C -0.6224
6. C -0.9326
7. C 0.2594
8. C 0.7585